Molecular formula: C19H19NO6
Method: DFT, the ωB97M-V functional and the def2-TZVPD basis

## Properties
M: 357.362 g/mol
SMILES: CCCOC(=O)c1ccc(-c2c(C)noc2-c2ccc(OC)cc2O)o1
gap between HOMO and LUMO: 8.1 eV
lowest unoccupied orbital energy: 0.2091 eV

Element x y z (Å)
1 C 4.082326 -5.089530 1.762182
2 C 2.776223 -4.555727 1.190286
3 C 3.026159 -3.726000 -0.066997
4 O 1.805768 -3.288051 -0.662836
5 C 1.248625 -2.183188 -0.136909
6 O 1.720057 -1.549903 0.775184
7 C 0.002173 -1.856321 -0.828480
8 C -0.674414 -2.489975 -1.845178
9 C -1.823482 -1.724462 -2.088831
10 C -1.778739 -0.662291 -1.205215
11 C -2.685527 0.442593 -1.039423
12 C -4.030758 0.503480 -1.534268
13 C -4.825317 -0.548377 -2.212610
14 N -4.552941 1.671925 -1.298848
15 O -3.617323 2.421629 -0.662601
16 C -2.486581 1.699111 -0.480264
17 C -1.369405 2.363982 0.163525
18 C -0.514323 1.673744 1.031349
19 C 0.566373 2.285121 1.612910
20 C 0.841850 3.631497 1.346457
21 O 1.937048 4.148561 1.950099
22 C 2.261793 5.499753 1.721830
23 C -0.011940 4.341925 0.516380
24 C -1.121501 3.731238 -0.059623
25 O -1.887714 4.518100 -0.847068
26 O -0.674476 -0.751680 -0.449234
27 H 4.745476 -4.269035 2.025150
28 H 4.588476 -5.723027 1.037080
29 H 3.889072 -5.675818 2.656543
30 H 2.277504 -3.926462 1.929433
31 H 2.109049 -5.383312 0.940064
32 H 3.638533 -2.851598 0.177806
33 H 3.521038 -4.322747 -0.836348
34 H -0.370770 -3.388548 -2.340792
35 H -2.567703 -1.920433 -2.830748
36 H -4.713181 -1.499861 -1.697924
37 H -4.494763 -0.664373 -3.243652
38 H -5.870390 -0.251552 -2.216206
39 H -0.718832 0.643787 1.264023
40 H 1.219057 1.740537 2.273945
41 H 3.170478 5.684619 2.292414
42 H 1.469730 6.167137 2.075130
43 H 2.453515 5.692072 0.661787
44 H 0.136895 5.384798 0.290121
45 H -2.697136 4.056661 -1.109641

Atoms 1-3, force components in eV/Å:
-0.2 0.1 -0.1
0.0 0.2 -0.2
0.3 -0.1 0.5